(1)
Entry from the OMol25 dataset: CH2O4Y as an isolated structure in a non-equilibrium geometry (the ωB97M-V functional and the def2-TZVPD basis).

Each line ends with the Löwdin spin population.
Cartesian coordinates (Å):
O (-0.007, -0.774, 1.517)  0.047
C (1.135, -0.868, 0.880)  0.016
O (2.082, -0.060, 1.085)  0.008
O (1.006, -1.499, -0.256)  0.045
Y (-1.309, -1.139, -0.284)  0.787
H (-0.180, 1.577, -0.720)  0.005
O (-1.021, 1.069, -0.984)  0.077
H (-1.706, 1.694, -1.238)  0.014

The multiplicity is 2. As for the strongest force on any atom: 5.0 eV/Å. Its lowest unoccupied orbital energy (alpha / beta) is -0.86 / -1.28 eV. The calculation puts the highest occupied orbital energy (alpha / beta) at -6.5159 / -8.5040 eV. Its total energy is -10301.715 eV.

(2)
Entry from the OMol25 dataset: a 22-piece molecular cluster, C14H72N28O22 overall in a non-equilibrium geometry (the ωB97M-V functional and the def2-TZVPD basis).

Each line ends with the Mulliken charge.
Cartesian coordinates (Å):
O (-5.231, -0.310, 1.368)  -0.620
H (-5.984, -0.641, 1.858)  0.264
H (-4.565, -0.990, 1.464)  0.260
O (-4.518, 1.756, -0.008)  -0.862
H (-4.623, 0.919, 0.444)  0.421
H (-3.966, 2.276, 0.575)  0.222
O (4.632, -2.155, -2.619)  -0.645
H (3.921, -1.526, -2.494)  0.290
H (5.137, -1.804, -3.352)  0.327
O (2.417, -0.693, -2.458)  0.015
H (1.488, -0.878, -2.322)  -0.415
H (2.436, -0.094, -3.205)  0.084
O (1.963, -0.717, 1.994)  1.642
H (1.164, -1.212, 1.816)  -0.303
H (1.881, 0.072, 1.460)  -0.684
O (0.241, 0.599, -0.127)  3.295
H (-0.511, 0.054, 0.105)  -1.049
H (-0.112, 1.487, -0.176)  -1.024
O (0.249, -2.454, -1.609)  -0.256
H (0.018, -2.176, -0.722)  -0.170
H (-0.485, -3.002, -1.887)  0.158
O (2.700, -3.075, 3.247)  -0.809
H (2.543, -2.194, 2.907)  0.174
H (2.855, -3.608, 2.467)  0.427
C (-4.005, -5.501, -2.010)  0.690
O (-3.335, -6.444, -1.612)  -0.722
N (-5.002, -5.630, -2.706)  -0.318
N (-3.691, -4.226, -1.917)  -0.111
H (-5.491, -4.824, -3.069)  0.144
H (-5.333, -6.556, -2.940)  0.235
H (-4.389, -3.578, -2.254)  0.094
H (-2.855, -4.012, -1.393)  -0.143
C (-1.412, 3.479, -2.145)  0.305
O (-2.498, 3.094, -2.516)  -0.661
N (-0.477, 3.894, -2.873)  -0.370
N (-0.878, 3.364, -0.966)  0.249
H (-0.591, 3.703, -3.858)  0.353
H (0.409, 3.938, -2.391)  0.190
H (-1.484, 3.101, -0.202)  0.175
H (0.128, 3.416, -0.891)  -0.046
C (0.024, -1.627, 5.358)  0.666
O (0.062, -0.678, 4.611)  -0.514
N (0.671, -2.703, 5.178)  -0.277
N (-0.701, -1.551, 6.423)  -0.499
H (1.211, -2.879, 4.343)  0.043
H (0.940, -3.227, 5.998)  0.198
H (-0.731, -2.274, 7.128)  0.140
H (-1.201, -0.673, 6.427)  0.233
C (0.078, 0.881, -5.382)  0.639
O (0.149, 0.677, -6.603)  -0.749
N (1.112, 1.478, -4.823)  -0.316
N (-0.776, 0.528, -4.464)  0.138
H (0.810, 1.919, -3.966)  0.047
H (1.807, 1.878, -5.437)  0.218
H (-1.719, 0.452, -4.817)  0.166
H (-0.703, 0.806, -3.496)  -0.295
C (-4.296, 5.193, 1.474)  0.703
O (-5.243, 4.404, 1.479)  -0.704
N (-3.131, 4.934, 1.014)  -0.025
N (-4.498, 6.382, 1.846)  -0.350
H (-2.556, 5.764, 1.011)  0.146
H (-2.826, 4.041, 0.653)  -0.482
H (-5.355, 6.783, 2.200)  0.278
H (-3.682, 6.964, 1.968)  0.063
C (-1.996, 1.725, 2.398)  0.035
O (-1.881, 2.196, 1.351)  -0.235
N (-2.024, 0.466, 2.660)  0.080
N (-1.852, 2.394, 3.492)  -0.296
H (-1.896, -0.165, 1.883)  -0.460
H (-2.167, 0.158, 3.611)  0.109
H (-1.799, 1.821, 4.322)  0.077
H (-1.763, 3.400, 3.513)  0.216
C (-3.275, -0.842, -2.215)  -0.197
O (-2.334, -0.976, -1.402)  0.079
N (-4.053, 0.244, -2.286)  -0.084
N (-3.506, -1.589, -3.263)  -0.316
H (-4.773, 0.062, -2.971)  0.170
H (-4.207, 0.815, -1.467)  0.307
H (-2.779, -2.221, -3.565)  0.455
H (-4.038, -1.000, -3.888)  0.170
C (3.300, -4.318, 0.278)  0.496
O (3.067, -4.983, 1.268)  -0.825
N (4.302, -4.422, -0.461)  -0.180
N (2.579, -3.345, -0.223)  0.272
H (4.959, -5.188, -0.448)  0.246
H (4.473, -3.608, -1.034)  0.032
H (2.813, -2.833, -1.061)  -0.070
H (1.671, -3.239, 0.207)  -0.025
C (2.239, 2.064, 3.588)  0.379
O (2.128, 1.468, 4.623)  -0.704
N (1.298, 2.046, 2.647)  0.947
N (3.194, 2.941, 3.293)  -0.120
H (1.384, 2.473, 1.736)  -0.521
H (0.574, 1.376, 2.864)  -0.511
H (3.952, 3.078, 3.946)  0.265
H (3.282, 3.404, 2.399)  0.098
C (1.479, 5.515, 0.712)  0.546
O (1.777, 4.383, 0.623)  -0.630
N (0.670, 5.948, 1.574)  -0.438
N (1.871, 6.395, -0.089)  -0.476
H (0.474, 5.287, 2.312)  0.211
H (0.250, 6.858, 1.452)  0.161
H (2.459, 6.011, -0.815)  0.258
H (1.725, 7.373, 0.116)  0.158
C (-1.172, -2.759, 1.463)  -0.191
O (-0.110, -2.220, 1.154)  0.166
N (-1.359, -3.895, 2.111)  -0.385
N (-2.292, -2.430, 1.001)  0.463
H (-2.305, -4.146, 2.364)  0.164
H (-0.486, -4.165, 2.540)  0.310
H (-2.550, -1.809, 0.248)  -0.381
H (-3.074, -2.908, 1.426)  0.203
C (4.155, 1.685, -0.158)  0.520
O (4.890, 2.389, 0.443)  -0.728
N (4.387, 0.544, -0.669)  0.112
N (2.878, 2.002, -0.194)  0.217
H (3.670, 0.178, -1.280)  0.001
H (5.367, 0.343, -0.812)  0.268
H (2.220, 1.292, -0.480)  -0.375
H (2.493, 2.851, 0.194)  0.108
C (5.592, -1.036, 2.397)  0.354
O (6.777, -1.197, 2.454)  -0.778
N (4.994, -0.023, 2.932)  -0.104
N (4.750, -1.695, 1.762)  0.196
H (3.994, 0.068, 3.042)  -0.053
H (5.676, 0.608, 3.328)  0.185
H (4.028, -1.160, 1.301)  -0.226
H (5.208, -2.483, 1.326)  0.161
C (-0.552, -3.239, -5.003)  0.706
O (-1.526, -3.094, -4.277)  -0.823
N (0.546, -2.767, -4.689)  -0.129
N (-0.591, -3.582, -6.215)  -0.442
H (0.550, -2.185, -3.864)  -0.022
H (1.289, -2.991, -5.335)  0.174
H (-1.460, -3.984, -6.535)  0.245
H (0.253, -3.693, -6.758)  0.132

As for the strongest force on any atom: 10.7 eV/Å. Its lowest unoccupied orbital energy is -0.39 eV. The calculation puts the highest occupied orbital energy at -8.1412 eV. Its total energy is -102459.856 eV.

(3)
Entry from the OMol25 dataset: a 2-piece molecular cluster, C2H2ClNS2 overall (the ωB97M-V functional and the def2-TZVPD basis).

Each line ends with the Mulliken charge.
Cartesian coordinates (Å):
C (0.346, 1.274, 1.660)  -0.299
C (0.235, 0.152, 2.050)  -0.427
N (-0.661, -1.531, -1.526)  -0.027
S (-2.183, -1.459, -1.783)  -0.039
S (0.716, -0.899, -1.622)  0.286
Cl (1.000, 1.036, -2.487)  -0.234
H (0.421, 2.263, 1.320)  0.377
H (0.125, -0.837, 2.388)  0.364

As for the strongest force on any atom: 0.6 eV/Å. The calculation puts the relative energy (zero: lowest compared OMol25 entry of this formula, charge and spin) at 46.1 kcal/mol. Its lowest unoccupied orbital energy is -1.55 eV. The SMILES is S=NSCl.C#C. The calculation puts the highest occupied orbital energy at -8.8867 eV. Its total energy is -37785.534 eV.